A cluster of 6 separate species, C34H53Cl2F9NO10 in total at a distorted geometry, computed with ωB97M-V/def2-TZVPD.

Output
Charge: +1
Electronic energy (eV): -107578.702
E_HOMO (eV): -11.377

XYZ file:
```
109
Properties=species:S:1:pos:R:3:forces:R:3
F 3.57516 -2.77314 1.29191 1.3 0.4 -0.4
C 4.89019 -2.83544 0.92959 0.1 -1.8 0.8
F 4.95554 -3.47932 -0.26206 0.0 1.1 1.2
F 5.52593 -3.62376 1.85259 -0.8 1.0 -1.1
C 5.62536 -1.43827 0.92739 1.7 -0.1 -0.3
F 6.03275 -1.07817 2.18812 -1.2 -0.3 -1.5
F 6.80883 -1.64966 0.22590 -1.5 0.0 0.6
C 4.86980 -0.28152 0.16421 1.5 0.4 -0.1
F 5.84329 0.63730 -0.19353 -1.2 -1.1 0.4
F 4.40419 -0.80757 -1.02037 -0.1 0.5 1.4
C 3.78502 0.50467 1.00251 -1.2 1.8 0.0
F 3.40886 -0.11090 2.18169 0.7 0.0 -1.2
F 4.37405 1.71460 1.37494 -0.6 -1.5 -0.2
C 2.49068 0.88205 0.21664 -0.6 0.4 0.5
C 1.56482 -0.33906 -0.16626 0.3 0.0 -0.2
C 0.04855 -0.07196 0.00087 -1.7 0.2 -1.2
C -0.63680 0.16470 1.27165 -1.0 -0.1 -2.3
C -2.06990 0.35180 1.23330 2.1 -0.5 0.6
N -2.80859 0.30275 0.06896 0.9 0.3 -0.3
C -4.27813 0.47032 0.21342 -1.6 -0.6 0.7
C -4.92067 -0.83270 0.86977 -0.7 0.4 0.1
C -5.80290 -1.65360 -0.12684 0.2 -0.9 0.3
Cl -7.25727 -0.70907 -0.70637 1.1 -0.3 0.3
C -2.19897 0.10635 -1.14154 2.2 -0.5 -0.7
Cl -3.10353 0.03720 -2.67079 0.6 0.1 1.8
C -0.76028 -0.09412 -1.23457 -0.8 0.4 2.4
H 1.88986 1.53737 0.91198 0.9 -0.6 -0.5
H 2.75778 1.54626 -0.64754 -0.2 -0.9 0.6
H 1.82414 -1.22067 0.47172 -0.2 0.7 -0.5
H 1.79414 -0.60032 -1.23577 -0.5 0.0 1.1
H -0.04839 0.17499 2.21593 -0.9 0.0 -0.7
H -2.61492 0.50342 2.20646 0.3 0.0 -1.2
H -4.48867 1.35646 0.86807 0.5 -0.8 -0.6
H -4.81020 0.62226 -0.75504 0.9 0.1 0.6
H -4.15168 -1.50456 1.34179 -0.6 0.6 -0.6
H -5.59650 -0.48630 1.70210 0.7 -0.4 -0.8
H -5.22360 -2.05339 -1.00297 -0.6 0.7 0.6
H -6.21959 -2.56259 0.38729 0.4 1.0 -0.4
H -0.26909 -0.26719 -2.22080 -0.7 0.2 1.0
O -8.88236 -3.14069 -1.94297 -0.3 -0.1 -0.2
C -10.05395 -3.20151 -1.67109 0.2 0.2 0.3
O -10.97424 -2.99480 -2.62884 0.2 -0.2 -0.4
C -12.37636 -3.24301 -2.46193 -0.2 0.2 0.1
C -13.07559 -2.04363 -1.85607 0.1 0.1 0.1
C -10.51006 -3.41053 -0.25007 -0.1 -0.6 0.1
H -12.54846 -4.15956 -1.89435 0.1 0.1 0.1
H -12.77158 -3.42201 -3.46273 0.3 0.0 0.0
H -12.69935 -1.82281 -0.85572 -0.1 -0.1 0.0
H -14.15059 -2.21879 -1.78977 0.0 0.0 0.0
H -12.90049 -1.15468 -2.46461 -0.1 -0.1 -0.1
H -10.54727 -2.44709 0.25913 0.0 0.0 0.0
H -9.78676 -4.05290 0.25133 0.1 0.2 0.0
H -11.47344 -3.90946 -0.16652 -0.1 0.2 0.0
O 8.18425 0.09945 -6.41850 0.1 -0.2 0.5
C 8.52348 -0.15429 -5.29142 0.4 0.3 -0.2
O 7.58540 -0.24742 -4.33251 -0.5 -0.2 -0.2
C 7.81336 -0.73636 -3.00603 0.2 0.1 0.3
C 8.29287 0.36841 -2.08911 0.2 0.2 -0.1
C 9.97716 -0.27304 -4.91788 0.2 -0.6 0.0
H 8.48485 -1.59724 -3.01255 0.1 0.1 -0.1
H 6.84759 -1.10188 -2.65250 0.0 0.0 -0.2
H 9.25368 0.77319 -2.41147 0.0 -0.1 0.0
H 8.39996 -0.00203 -1.06880 0.0 0.0 0.0
H 7.58290 1.19707 -2.09074 0.0 -0.1 0.0
H 10.37326 0.71931 -4.70150 0.0 0.0 0.0
H 10.51540 -0.69631 -5.76517 -0.1 0.2 -0.1
H 10.16124 -0.93600 -4.07454 0.0 0.2 0.1
O 1.53268 0.85557 -6.61206 0.3 -0.1 0.2
C 2.56708 0.53337 -7.14426 -0.1 0.3 -0.2
O 3.69282 0.45098 -6.41869 -0.2 -0.2 0.5
C 4.92510 -0.11688 -6.89779 0.4 0.1 -0.2
C 5.75919 0.90889 -7.63330 -0.4 0.2 -0.4
C 2.63708 0.31350 -8.63277 -0.1 -0.6 -0.2
H 4.73729 -1.01076 -7.49649 -0.1 0.1 0.0
H 5.46729 -0.44741 -6.01104 -0.2 0.1 0.0
H 5.24920 1.27915 -8.52609 -0.1 -0.1 0.0
H 6.71029 0.48048 -7.93281 -0.1 0.1 0.0
H 5.94763 1.77342 -6.99474 0.1 -0.1 0.1
H 2.80056 1.27037 -9.12843 0.0 0.0 0.0
H 1.68593 -0.10298 -8.96314 0.0 0.2 0.1
H 3.40493 -0.39502 -8.93618 0.1 0.2 0.0
O -3.53209 1.91255 3.75674 0.0 0.2 -0.3
C -2.87144 2.91794 3.88997 0.3 0.0 -0.1
O -3.42050 4.11098 3.62775 -0.5 -0.2 0.1
C -2.80325 5.36799 3.94441 0.2 0.3 -0.1
C -1.87140 5.81348 2.83677 0.1 -0.2 -0.1
C -1.41213 2.84426 4.25222 0.0 0.0 0.7
H -2.31020 5.32933 4.91717 0.0 -0.1 -0.1
H -3.61738 6.08716 4.04049 -0.1 -0.2 0.0
H -1.04651 5.11186 2.69989 0.0 0.1 0.1
H -1.45482 6.79711 3.05805 0.0 0.0 0.0
H -2.40700 5.86354 1.88688 0.0 0.1 0.1
H -0.82401 2.70365 3.34405 0.0 0.1 0.0
H -1.26235 1.98861 4.91183 0.0 -0.1 -0.3
H -1.05123 3.71584 4.79436 0.1 0.1 -0.3
O -0.15476 0.11219 5.51238 -0.2 -0.1 0.2
C 0.14349 -0.15720 6.65265 0.3 0.2 0.0
O -0.81582 -0.27550 7.57932 -0.4 -0.2 -0.4
C -0.59769 -0.78790 8.90302 0.1 0.1 0.4
C -0.14583 0.30787 9.84570 0.1 0.2 -0.1
C 1.58583 -0.26719 7.07099 0.2 -0.6 -0.1
H 0.08796 -1.63693 8.88741 0.0 0.1 -0.1
H -1.56038 -1.17597 9.23768 0.0 0.1 -0.3
H 0.81128 0.73256 9.53825 0.0 -0.1 0.1
H -0.04211 -0.07791 10.86084 0.0 0.0 0.0
H -0.86874 1.12556 9.85190 0.0 -0.1 0.0
H 1.96420 0.72555 7.31552 0.0 0.0 0.0
H 2.15605 -0.67168 6.23516 -0.1 0.2 -0.1
H 1.74962 -0.94109 7.90900 0.0 0.2 0.1
```
Positions in Å, forces in eV/Å.


A cluster of 3 separate species, C34H53Cl2FN5O8S3 in total at a distorted geometry, computed with ωB97M-V/def2-TZVPD.

Output
Charge: +1
Electronic energy (eV): -120207.579
E_HOMO (eV): -10.812

XYZ file:
```
106
Properties=species:S:1:pos:R:3:forces:R:3
C 0.71478 -1.29436 1.49120 -0.2 -0.1 0.0
C 0.34325 -0.04010 2.22812 0.3 -0.1 -0.3
Cl -0.46386 -0.37847 3.69983 -0.2 0.0 0.3
C 0.53961 1.22984 1.84945 -0.1 -0.6 -0.1
Cl -0.12574 2.45630 2.85996 -0.1 0.3 0.0
C 1.23273 1.74527 0.59139 0.2 1.8 -0.2
C 0.38723 2.77613 -0.24429 -0.4 -0.4 0.0
C -1.12578 2.94345 -0.03025 -0.3 -0.1 -0.2
C -2.00243 1.68415 0.02930 -0.3 0.5 0.0
C -3.21048 1.87330 0.95263 0.1 -0.2 0.1
S -3.72935 0.23663 1.56515 0.1 -0.1 0.1
C -5.41288 0.20422 1.15365 0.3 0.3 0.0
N -6.01464 -0.65082 0.41604 0.0 -0.4 -0.2
N -7.35893 -0.30899 0.43869 -0.1 -0.4 -0.3
C -7.44117 0.73322 1.16634 -0.3 0.3 0.2
O -6.25490 1.13018 1.66786 -0.1 0.3 0.2
N 1.84984 0.66092 -0.26322 0.1 -0.7 0.0
C 1.34137 -0.05812 -1.45876 0.2 0.3 -0.2
C -0.06849 0.17117 -1.95039 -1.2 -0.6 0.3
O -0.98174 -0.54517 -1.68090 1.0 1.0 -0.6
F -0.18715 1.20314 -2.82027 0.1 -0.5 0.4
C 3.04073 0.27731 0.14276 -0.2 0.0 0.3
C 3.91067 -0.74422 -0.49357 0.0 -0.4 0.7
C 4.67218 -1.58756 0.56620 0.0 -0.3 -0.3
C 4.91522 -3.01572 0.05881 -0.2 0.1 -0.1
C 3.73405 -3.96733 0.19864 0.3 -0.4 0.0
N 3.22612 -4.08054 1.55056 -0.1 0.2 -0.3
C 1.95440 -4.47738 1.84450 -0.4 -0.1 0.1
C 1.80764 -4.51212 3.19875 -0.1 -0.1 0.2
C 3.04541 -4.12959 3.75925 -0.1 0.0 0.3
C 3.89844 -3.87645 2.72695 0.3 0.1 0.0
S 3.62930 1.10678 1.50684 0.1 0.4 -0.2
C 2.57710 2.54617 0.90861 0.3 -0.8 0.0
S 2.70614 3.70723 2.26894 0.1 0.0 0.5
C 3.25961 3.07944 -0.39970 -0.3 0.5 0.2
C 3.34458 4.60288 -0.59408 0.3 0.0 -0.4
C 4.67051 5.23846 -0.11976 -0.5 0.4 0.1
C 4.52143 6.37768 0.90238 0.1 -0.3 0.5
N 5.52202 6.25329 1.97466 -0.1 0.2 -0.3
H 0.27584 -2.14380 1.99912 0.0 -0.1 0.1
H 0.28747 -1.30152 0.49150 0.1 0.0 -0.1
H 1.78717 -1.48390 1.47615 0.1 0.0 0.0
H 0.56730 2.57885 -1.29553 0.1 0.0 -0.1
H 0.81367 3.76332 -0.08254 0.1 0.0 0.1
H -1.32806 3.55040 0.84499 0.2 0.0 0.2
H -1.47736 3.55316 -0.86450 0.1 0.1 -0.1
H -2.39469 1.47841 -0.96364 0.1 -0.3 -0.1
H -1.45494 0.81018 0.36315 0.1 -0.1 0.0
H -2.95327 2.46453 1.82719 0.0 0.1 0.0
H -4.03377 2.35309 0.43312 -0.1 0.0 0.0
H -8.32540 1.29023 1.41441 0.0 0.1 0.0
H 1.36925 -1.12205 -1.24963 0.0 -0.1 0.1
H 2.03668 0.13307 -2.27623 -0.1 0.2 -0.1
H 3.37257 -1.42850 -1.13967 -0.1 0.1 -0.2
H 4.65067 -0.17562 -1.05974 -0.1 0.0 -0.3
H 4.09848 -1.64547 1.48846 0.0 0.1 0.2
H 5.63907 -1.14084 0.77895 0.0 0.2 0.1
H 5.16055 -2.98439 -1.00398 0.2 0.0 -0.1
H 5.77901 -3.45085 0.55492 0.1 0.0 0.1
H 2.90108 -3.70392 -0.45520 -0.1 0.2 0.0
H 4.06864 -4.94975 -0.13984 0.0 -0.1 -0.1
H 1.22251 -4.73348 1.09829 0.1 0.0 -0.3
H 0.91698 -4.79783 3.72881 -0.1 0.0 0.0
H 3.28358 -4.05117 4.80430 0.0 0.0 0.1
H 4.93223 -3.58671 2.77347 0.1 0.0 -0.2
H 1.72956 4.55790 1.93525 -0.1 0.0 -0.2
H 4.28259 2.71291 -0.39672 0.1 -0.1 -0.1
H 2.76098 2.67695 -1.27747 0.0 -0.2 0.0
H 3.28909 4.75031 -1.67287 -0.2 0.0 -0.1
H 2.48432 5.13490 -0.19109 -0.1 0.0 0.1
H 5.16148 5.66546 -0.99061 0.3 -0.3 -0.1
H 5.31034 4.47767 0.31868 0.2 0.0 0.0
H 3.51400 6.35440 1.32648 -0.2 0.1 -0.1
H 4.63585 7.34404 0.42024 0.1 0.1 -0.1
H 5.78280 7.16243 2.32866 0.0 0.0 0.1
H 5.12812 5.73505 2.74788 0.1 -0.1 0.1
C -4.62096 -3.02919 2.63828 0.1 -0.1 0.2
C -6.12089 -3.22399 2.62818 0.1 0.2 -0.2
O -6.52728 -4.27391 3.52015 0.0 0.0 0.0
C -6.56208 -3.94066 4.80799 -0.1 0.0 0.0
O -6.30812 -2.85698 5.26807 0.0 0.1 0.0
O -6.93603 -5.01137 5.50393 0.0 0.0 0.0
C -6.97802 -4.81555 6.92060 0.0 -0.1 0.1
H -4.11123 -3.96843 2.41808 0.0 0.0 -0.1
H -4.34243 -2.29125 1.88662 0.0 -0.2 0.0
H -4.27728 -2.67998 3.61226 -0.1 0.0 0.0
H -6.45985 -3.53779 1.64387 0.0 -0.1 0.0
H -6.64611 -2.30448 2.88538 0.0 0.0 0.1
H -7.58591 -3.95056 7.17418 0.0 0.0 0.0
H -5.97091 -4.68829 7.31397 0.0 0.1 0.0
H -7.42323 -5.71539 7.33289 0.0 0.0 -0.1
C -1.75489 0.53883 -5.61038 -0.1 -0.1 -0.2
C -0.29227 0.29995 -5.92648 -0.2 0.1 0.3
O -0.13671 -0.56913 -7.05201 0.1 0.0 0.0
C -0.31609 0.01450 -8.24238 0.0 -0.1 0.0
O -0.55508 1.17887 -8.42222 0.0 0.1 0.0
O -0.17207 -0.91221 -9.18056 0.0 0.0 0.0
C -0.38728 -0.44441 -10.51885 0.0 0.0 -0.1
H -2.27492 -0.41194 -5.48932 0.0 0.0 0.1
H -1.86368 1.11585 -4.69345 0.0 0.0 0.0
H -2.24105 1.08434 -6.41704 0.1 0.1 0.0
H 0.19323 -0.22075 -5.10038 0.0 -0.1 -0.1
H 0.24223 1.23520 -6.09519 0.0 0.0 -0.1
H 0.22985 0.42583 -10.72724 0.0 0.0 0.0
H -1.43713 -0.19949 -10.66631 0.0 0.1 0.0
H -0.10499 -1.26534 -11.16967 0.0 0.0 0.0
```
Positions in Å, forces in eV/Å.


Which value of E_HOMO does entry 2 give? -10.812 eV


Among the records above, which one has the highest electronic energy? C34H53Cl2F9NO10


E_HOMO of number 2 (C34H53Cl2FN5O8S3)? -10.812 eV